[1]
The following is a quantum chemistry calculation of a cluster of 2 separate species, CHNOS2 in total, from the Open Molecules 2025 dataset.

Calculated values
LUMO energy (alpha / beta) in Eh: -0.043 / -0.043
Maximum force in eV/Å: 2.6
SMILES string: O=C=S.N=S
Spin multiplicity: 1
Orbital gap (alpha / beta) in eV: 7.39 / 7.40
Relative energy (zero: lowest compared OMol25 entry of this formula, charge and spin) in eV: 0.4054

Each atom is followed by the atoms it is bonded to, with distances in Å.
CARTESIAN COORDINATES (ANGSTROEM)
1 S -0.88541 1.77613 0.08355  N5 1.542
2 S -4.46364 -0.07040 0.75520  C6 1.514
3 H -0.00571 -0.02159 -0.73190  N5 1.064
4 O -2.86857 0.12199 -1.37665  C6 1.156
5 N 0.12163 0.60840 0.11568  S1 1.542, H3 1.064
6 C -3.57288 0.07327 -0.46098  S2 1.514, O4 1.156

=====

[2]
The following is a quantum chemistry calculation of the ion C8H15N4 with charge +1, from the Open Molecules 2025 dataset.

Calculated values
Net charge: +1
LUMO energy (alpha / beta) in Eh: -0.213 / -0.253
Maximum force in eV/Å: 5.1
Spin multiplicity: 1
Orbital gap (alpha / beta) in eV: 7.99 / 6.28
Relative energy (zero: lowest compared OMol25 entry of this formula, charge and spin) in eV: 6.5852

Each atom is followed by the atoms it is bonded to, with distances in Å.
CARTESIAN COORDINATES (ANGSTROEM)
1 C -2.11585 1.45553 -0.59132  N17 1.338, H21 1.042, N25 1.270
2 H 0.27643 -0.14015 -2.16914  C19 1.099
3 N -3.88532 -1.57407 0.31193  C6 1.153
4 H 0.98060 -1.74035 -2.14122  C19 1.120
5 C 2.22990 -0.67483 0.02373  H9 1.077, C18 1.585, H20 1.162, H27 1.083
6 C -3.17671 -0.68180 0.13565  N3 1.153, N17 1.267
7 H 0.80206 3.56638 0.68197  C10 1.127
8 H 1.14669 2.12593 1.74413  C10 1.082
9 H 2.57313 0.15681 -0.56869  C5 1.077
10 C 0.47096 2.53944 1.00758  H7 1.127, H8 1.082, N15 1.441, H22 1.104
11 C 0.07489 0.22429 0.55444  H14 1.126, N15 1.391, C18 1.429
12 H -0.52016 -1.65192 -1.60859  C19 0.988
13 H -0.38217 -2.72203 0.01232  C26 1.019
14 H -0.38374 0.19552 1.58283  C11 1.126
15 N 0.17691 1.51268 0.03996  C10 1.441, C11 1.391, H24 0.970, N25 1.454
16 H 1.15570 -2.92381 0.73849  C26 1.071
17 N -2.42411 0.33521 0.07251  C1 1.338, C6 1.267
18 C 0.66688 -0.85890 -0.16450  C5 1.585, C11 1.429, C19 1.486, C26 1.618
19 C 0.27766 -1.07008 -1.58345  H2 1.099, H4 1.120, H12 0.988, C18 1.486
20 H 2.85091 -1.55748 -0.40790  C5 1.162
21 H -2.82584 2.03430 -1.08755  C1 1.042
22 H -0.48733 2.53893 1.55513  C10 1.104
23 H -0.11584 -2.06970 1.61971  C26 1.154
24 H 0.88509 1.43648 -0.61795  N15 0.970
25 N -0.97539 2.00476 -0.69725  C1 1.270, N15 1.454
26 C 0.33213 -2.25925 0.57342  H13 1.019, H16 1.071, C18 1.618, H23 1.154
27 H 2.39254 -0.20188 0.98377  C5 1.083

=====

[3]
The following is a quantum chemistry calculation of a cluster of 7 separate species, C53H71F6N8O10P2 in total, from the Open Molecules 2025 dataset.

Calculated values
Net charge: -1
LUMO energy in Eh: 0.071
Maximum force in eV/Å: 5.9
Spin multiplicity: 1
Orbital gap in eV: 7.72

Each atom is followed by the atoms it is bonded to, with distances in Å.
CARTESIAN COORDINATES (ANGSTROEM)
1 C -0.75700 -0.18936 1.57169  C79 1.599, H116 1.157, H134 1.163, P136 1.931
2 C 0.48362 3.04191 2.11648  H48 1.159, H88 1.158, C95 1.605, C101 1.598
3 H 8.11196 -1.01477 3.92292  C137 1.086
4 H 3.26848 5.43248 0.23890  C133 1.085
5 H 1.03844 6.52071 0.50928  C130 1.082
6 C 0.02899 1.95490 5.94285  H27 1.151, N34 1.508, H102 1.144, C147 1.604
7 C -7.61300 0.57056 -8.15423  C20 1.387, H76 1.083, C106 1.386
8 C -2.28131 3.52849 -0.68213  F35 1.403, C50 1.594, F109 1.445, F115 1.437
9 H 0.01194 4.02026 4.87372  C147 1.147
10 C 2.04921 0.10897 -2.45733  C11 1.601, H43 1.165, H70 1.160, C132 1.577
11 C 0.89142 -0.08761 -3.54495  C10 1.601, C54 1.633, H66 1.137, H124 1.161
12 C -8.45997 -0.19551 -6.05197  H18 1.083, C20 1.387, C103 1.386
13 H -5.91359 -1.91238 11.29926  C105 1.085
14 C 6.78098 -7.78286 -0.65336  H19 1.085, C110 1.386, N148 1.343
15 H -5.10390 -0.69144 3.09514  C114 1.154
16 N -4.77183 -3.59522 11.59331  C45 1.343, C105 1.343
17 C 4.27416 8.26569 1.47260  N30 1.342, H99 1.086, C143 1.385
18 H -9.19862 -0.17968 -5.26025  C12 1.083
19 H 7.46239 -8.38415 -0.05977  C14 1.085
20 C -8.58298 0.62466 -7.16403  C7 1.387, C12 1.387, H29 1.085
21 H -7.22069 -1.69659 -5.12665  C103 1.085
22 C 2.66152 -3.60384 1.09198  N46 1.477, F135 1.435, O146 1.261
23 H -2.26904 -1.43206 -2.70483  O91 0.988
24 H -1.07599 2.71876 4.16516  C147 1.148
25 C 0.17966 2.34451 -0.57746  C50 1.591, H92 1.162, C101 1.635, O140 1.440
26 H -0.56196 0.38681 -9.03182  C122 1.085
27 H 1.14333 1.72558 6.11800  C6 1.151
28 H -2.00343 1.63226 1.26632  C79 1.138
29 H -9.42670 1.29983 -7.25782  C20 1.085
30 N 4.34527 7.02326 0.96925  C17 1.342, C133 1.343
31 H -2.62433 -0.59296 3.31749  C63 1.150
32 C 1.90023 8.32411 1.31741  H71 1.085, C130 1.387, C143 1.388
33 H 0.22585 4.26475 -10.68458  C93 1.085
34 N -0.66328 0.64710 5.65436  C6 1.508, C42 1.473, H125 1.032
35 F -2.89305 2.33135 -1.08347  C8 1.403
36 O -1.85191 0.27691 -5.05179  C65 1.443, C142 1.467
37 O 1.38251 0.83953 0.98338  C101 1.461, P136 1.775
38 H 5.24639 -2.16201 1.21931  C82 1.083
39 N 1.34573 1.09616 -8.75349  C89 1.342, C122 1.342
40 O -5.36080 1.19087 2.20936  H108 0.986, C114 1.457
41 H 8.07614 -3.24030 5.05214  C97 1.083
42 C -1.55668 0.23604 6.75154  N34 1.473, O81 1.264, C150 1.623
43 H 2.98644 -0.37372 -2.95370  C10 1.165
44 O -0.22325 -2.66167 -1.99440  P78 1.553
45 C -3.56409 -4.15462 11.41526  N16 1.343, C85 1.386, H123 1.085
46 N 1.28347 -3.10026 0.92614  C22 1.477, H56 1.039, C74 1.502
47 C -3.92888 -1.61585 10.51254  C58 1.387, H98 1.083, C105 1.386
48 H 0.84602 4.13538 1.98589  C2 1.159
49 H 3.18965 1.98563 -8.58456  C89 1.085
50 C -0.70662 3.62365 -0.90805  C8 1.594, C25 1.591, F80 1.444, F113 1.449
51 H -3.47556 -0.91562 7.32488  C150 1.148
52 H -4.68390 -0.60790 1.30869  C114 1.149
53 H 5.64414 -7.83467 -3.69764  C83 1.086
54 C 1.21069 -1.25549 -4.64093  C11 1.633, C73 1.634, H77 1.145, H104 1.138
55 H 1.96991 3.23239 3.76440  C95 1.152
56 H 0.75515 -3.51625 1.71823  N46 1.039
57 C 6.56249 -4.00725 3.71984  H60 1.085, C97 1.388, C120 1.388
58 C -2.69043 -2.21771 10.34347  C47 1.387, H64 1.085, C85 1.387
59 H 6.33186 -6.38363 0.91639  C110 1.083
60 H 6.51580 -4.98645 4.18491  C57 1.085
61 H -2.50590 -1.58858 5.88174  C150 1.149
62 H -2.61579 -2.93619 -0.10568  O96 0.984
63 C -3.04482 0.27665 2.69382  H31 1.150, C79 1.642, C114 1.618, H117 1.142
64 H -1.88167 -1.68178 9.85774  C58 1.085
65 C -3.27865 0.18112 -4.85960  O36 1.443, H86 1.150, H111 1.145, H126 1.152
66 H -0.16788 -0.16692 -3.13914  C11 1.137
67 H 2.08219 -1.72913 -1.20246  C132 1.160
68 C -0.35078 2.33627 -9.92716  C93 1.387, C122 1.386, H145 1.083
69 H -5.77376 -0.39035 -8.73672  C106 1.085
70 H 2.33264 1.23349 -2.44856  C10 1.160
71 H 0.95020 8.82983 1.45262  C32 1.085
72 H -1.44305 -1.84871 -4.76047  C142 1.147
73 C 0.25883 -0.88650 -5.91621  C54 1.634, H121 1.144, H129 1.158, C142 1.624
74 C 1.30552 -1.62113 1.18488  N46 1.502, P136 1.968, O141 1.276
75 H 4.43757 -5.80094 -2.89658  C107 1.083
76 H -7.67662 1.19729 -9.03509  C7 1.083
77 H 2.29559 -1.15086 -4.99131  C54 1.145
78 P -0.94706 -1.79143 -0.93167  O44 1.553, O91 1.736, O96 1.708, P136 2.234
79 C -2.17384 0.50816 1.32108  C1 1.599, H28 1.138, C63 1.642, H112 1.138
80 F -0.24147 4.83816 -0.28088  C50 1.444
81 O -1.36922 0.46731 7.97990  C42 1.264
82 C 5.85230 -2.44353 2.07173  H38 1.083, N84 1.344, C120 1.386
83 C 5.76959 -7.47529 -2.68099  H53 1.086, C107 1.386, N148 1.343
84 N 6.68364 -1.48872 2.52358  C82 1.344, C137 1.343
85 C -2.49931 -3.51272 10.80342  C45 1.386, C58 1.387, H139 1.083
86 H -3.75171 -0.52321 -5.63545  C65 1.150
87 H 2.55610 4.06540 -9.81147  C100 1.083
88 H -0.67117 3.12177 2.09563  C2 1.158
89 C 2.18693 2.11771 -8.97855  N39 1.342, H49 1.085, C100 1.386
90 N -6.41132 -1.11268 -6.92223  C103 1.343, C106 1.343
91 O -2.24119 -1.02955 -1.80282  H23 0.988, P78 1.736
92 H 1.07472 2.53114 -1.29438  C25 1.162
93 C 0.53921 3.37802 -10.14408  H33 1.085, C68 1.387, C100 1.387
94 C 5.29756 -5.94147 -0.92385  C107 1.388, C110 1.388, H138 1.085
95 C 1.07980 2.54352 3.52052  C2 1.605, H55 1.152, H127 1.145, C147 1.634
96 O -1.67051 -2.88466 0.16328  H62 0.984, P78 1.708
97 C 7.43089 -3.03973 4.20547  H41 1.083, C57 1.388, C137 1.385
98 H -4.11263 -0.60664 10.16515  C47 1.083
99 H 5.22845 8.71649 1.72666  C17 1.086
100 C 1.83533 3.27127 -9.66099  H87 1.083, C89 1.386, C93 1.387
101 C 0.99889 2.24127 0.83334  C2 1.598, C25 1.635, O37 1.461, H118 1.146
102 H -0.45308 2.52793 6.80829  C6 1.144
103 C -7.36303 -1.03885 -5.97823  C12 1.386, H21 1.085, N90 1.343
104 H 0.93789 -2.29690 -4.27098  C54 1.138
105 C -4.92897 -2.34083 11.14045  H13 1.085, N16 1.343, C47 1.386
106 C -6.55565 -0.30951 -7.98848  C7 1.386, H69 1.085, N90 1.343
107 C 5.09882 -6.34756 -2.23570  H75 1.083, C83 1.386, C94 1.388
108 H -5.69241 1.32883 1.29087  O40 0.986
109 F -2.86820 4.54448 -1.52580  C8 1.445
110 C 6.15439 -6.67158 -0.11256  C14 1.386, H59 1.083, C94 1.388
111 H -3.60219 -0.18818 -3.82564  C65 1.145
112 H -2.81181 0.06852 0.48745  C79 1.138
113 F -0.52629 3.87431 -2.32373  C50 1.449
114 C -4.58268 -0.03726 2.30073  H15 1.154, O40 1.457, H52 1.149, C63 1.618
115 F -2.65609 3.93857 0.64294  C8 1.437
116 H -0.26336 0.38805 2.44491  C1 1.157
117 H -3.04315 1.25700 3.27893  C63 1.142
118 H 2.01671 2.70544 0.58432  C101 1.146
119 H 2.84849 -0.27352 -0.43389  C132 1.160
120 C 5.75480 -3.70742 2.63212  C57 1.388, C82 1.386, H128 1.080
121 H 0.53610 -1.49980 -6.84112  C73 1.144
122 C 0.09740 1.22595 -9.22974  H26 1.085, N39 1.342, C68 1.386
123 H -3.46514 -5.16887 11.78867  C45 1.085
124 H 0.89356 0.88045 -4.18674  C11 1.161
125 H 0.05943 -0.08720 5.59705  N34 1.032
126 H -3.75367 1.22022 -5.00820  C65 1.152
127 H 1.37538 1.43756 3.53243  C95 1.145
128 H 5.06756 -4.43680 2.22918  C120 1.080
129 H 0.41844 0.22495 -6.20120  C73 1.158
130 C 1.94418 7.04052 0.79314  H5 1.082, C32 1.387, C133 1.386
131 H -3.55060 -0.00243 5.69682  C150 1.145
132 C 1.91871 -0.59096 -1.05064  C10 1.577, H67 1.160, H119 1.160, P136 1.884
133 C 3.18233 6.43667 0.64150  H4 1.085, N30 1.343, C130 1.386
134 H -0.97989 -1.22865 2.04296  C1 1.163
135 F 2.98349 -4.54114 2.12974  C22 1.435
136 P 0.40722 -0.30075 0.03556  C1 1.931, O37 1.775, C74 1.968, P78 2.234, C132 1.884, O140 1.753
137 C 7.45228 -1.80500 3.57829  H3 1.086, N84 1.343, C97 1.385
138 H 4.78919 -5.06418 -0.53733  C94 1.085
139 H -1.54536 -4.01240 10.68894  C85 1.083
140 O -0.31260 1.02154 -0.86312  C25 1.440, P136 1.753
141 O 1.98423 -1.25292 2.20098  C74 1.276
142 C -1.31236 -1.00278 -5.52424  O36 1.467, H72 1.147, C73 1.624, H144 1.156
143 C 3.08697 8.95316 1.66644  C17 1.385, C32 1.388, H149 1.083
144 H -1.85712 -1.20728 -6.52268  C142 1.156
145 H -1.36965 2.38543 -10.29084  C68 1.083
146 O 3.61383 -3.26945 0.33658  C22 1.261
147 C -0.04947 2.89748 4.64761  C6 1.604, H9 1.147, H24 1.148, C95 1.634
148 N 6.60521 -8.19883 -1.91820  C14 1.343, C83 1.343
149 H 3.08960 9.95462 2.07890  C143 1.083
150 C -2.88211 -0.62650 6.38576  C42 1.623, H51 1.148, H61 1.149, H131 1.145